Record 1
120
Properties=species:S:1:pos:R:3 method="wB97M-V/def2-TZVPD" multiplicity=1 gap_ev=9.50 total_energy_ha=-2230.61643 e_homo_ev=-9.3 mol_weight_g_mol=660.936
H -5.62 -3.83 1.89
H -3.91 -2.23 2.99
H 3.64 -3.92 -0.97
C 0.20 0.28 -0.20
H 3.26 5.77 0.99
H 2.26 -0.32 -2.81
H 1.00 0.37 0.54
C -3.23 2.98 3.72
O 0.13 1.03 3.02
H -3.52 2.81 -0.21
C 0.36 3.89 0.61
C -3.62 -3.15 2.47
H -1.39 -0.89 -0.83
H 0.81 5.19 -3.09
N 4.75 -1.96 0.06
N -4.53 3.21 3.35
H 3.70 -2.30 -5.86
H 1.25 2.04 -2.32
H 2.96 4.24 0.12
H -2.01 -6.11 -3.48
H 2.19 5.74 -0.40
O 2.96 -2.04 1.48
O -5.04 1.38 1.07
H -4.41 -0.74 -1.49
C 0.44 -5.01 -2.26
H 0.62 -2.37 -0.61
H -0.42 1.18 -0.15
C 2.82 -0.91 -3.54
C 3.52 -2.44 0.47
H -0.21 3.28 1.31
H -5.83 0.21 -1.37
H -2.45 -3.81 -3.74
H -5.61 0.67 1.40
H 3.52 3.09 2.55
C -3.69 1.93 -0.83
H -1.20 -0.97 4.42
H -4.50 -5.12 2.14
H -1.52 -3.09 2.92
C -1.06 -4.78 -2.40
H -5.48 -0.98 -0.10
H 3.16 -1.82 -3.03
H -0.53 4.16 -2.64
H -0.10 1.03 5.08
C -4.77 -4.13 2.51
H -2.75 -2.08 1.11
N -2.65 1.99 2.96
O -1.58 -0.55 1.17
H -0.54 4.98 -4.23
H 3.74 -0.33 -3.63
H -3.21 1.40 2.38
N 4.43 2.66 2.71
H -2.47 -4.00 4.13
H -5.11 3.82 3.90
H -0.75 -3.05 0.18
C 4.69 1.37 2.31
H 0.45 1.94 3.04
C 1.93 0.55 4.64
H 0.82 -5.48 -3.18
H -1.67 1.78 3.07
H 2.45 2.04 -3.58
C -0.12 -0.93 4.39
H 5.21 -2.28 -0.77
H 2.91 1.31 1.25
H -0.85 -4.23 -4.48
O -3.38 -2.81 1.10
H 3.79 -0.58 -6.08
C 1.72 2.68 -3.06
C -1.38 -3.90 -3.58
H 5.22 -1.28 0.64
H 1.40 -1.96 -4.79
H 0.23 -1.38 5.32
H 0.93 -4.05 -2.10
C -4.24 0.82 0.01
H -1.39 -4.35 -1.45
O 1.85 3.97 2.44
C -5.03 -0.22 -0.75
H 3.76 -0.23 1.50
H 0.31 -1.60 3.64
H 0.72 -5.67 -1.44
N 3.69 0.78 1.59
H 2.50 -0.13 4.01
C 0.08 4.48 -3.49
H 0.81 3.21 -0.12
H 0.44 -2.27 1.21
C 2.51 5.16 0.47
H -0.96 -0.22 1.85
H 0.60 0.24 -1.21
C 1.33 4.79 1.34
H -5.17 -4.23 3.52
H 2.32 1.55 4.39
H 5.09 3.03 3.36
H -0.37 4.47 0.04
H -4.41 2.28 -1.58
H 0.12 2.61 -4.56
C -2.37 -3.77 3.06
O -1.69 -6.07 -2.57
H 2.17 3.15 -5.53
C 2.13 -1.15 -4.86
O 1.64 3.86 -5.16
H 2.53 -1.50 -6.93
H -1.01 -2.89 -3.38
H 2.35 3.46 -2.64
H -4.87 2.74 2.53
H -3.41 0.28 0.48
C -0.04 -2.21 0.24
C 3.09 -1.42 -6.01
C 0.83 3.32 -4.12
H 1.92 0.66 -5.65
O -2.65 3.55 4.62
H -2.80 1.59 -1.37
O 1.36 0.02 -5.19
H 2.09 0.49 5.71
C 0.45 0.47 4.31
H 2.19 4.58 3.11
O 5.74 0.78 2.58
H 2.45 -4.15 0.25
H 0.78 5.62 1.78
H -2.14 -4.70 2.54
N 3.07 -3.54 -0.24
C -0.75 -0.89 0.05

---

Record 2
11
Properties=species:S:1:pos:R:3 method="wB97M-V/def2-TZVPD" multiplicity=1 gap_ev=7.95 total_energy_ha=-426.88783 e_homo_ev=-9.3 mol_weight_g_mol=113.080
H -2.19 -0.60 -0.04
N 0.66 1.42 0.05
N -0.43 -0.67 0.09
C 1.74 -0.61 -0.05
H 2.69 -1.08 -0.11
N 1.78 0.75 0.05
N -1.73 1.25 -0.14
O -1.58 -1.36 0.05
H -1.66 2.17 0.34
C -0.54 0.70 -0.03
N 0.67 -1.34 -0.06

---

Record 3
99
Properties=species:S:1:pos:R:3 method="wB97M-V/def2-TZVPD" multiplicity=1 gap_ev=7.19 total_energy_ha=-3856.37481 e_homo_ev=-9.0 mol_weight_g_mol=858.255
H -0.88 -1.77 4.20
C 0.59 0.15 -0.74
H 9.25 0.55 -2.91
P 0.22 1.87 1.74
H 1.03 -1.81 0.73
H 8.38 -3.98 -0.94
H 10.55 -3.52 -2.06
H -7.50 -6.48 -1.75
H -0.84 -3.56 4.84
C -2.43 0.26 0.46
C -5.34 -3.98 -0.73
C 7.56 -1.98 -1.28
C -0.87 7.67 -4.47
Cl -0.13 3.44 0.35
S 4.71 1.61 -1.88
H 4.41 -1.21 -0.85
O -9.12 4.27 1.65
O -5.28 0.67 2.28
C -0.80 6.24 -4.83
C 3.26 -3.00 -0.22
H 4.30 -2.07 2.28
H -4.80 3.14 1.64
H 6.10 0.93 3.54
H -0.80 9.12 -2.92
H -1.79 -3.10 3.26
H -2.16 1.20 -0.12
C -0.56 7.10 -2.11
H -9.60 1.80 2.29
C -8.55 2.04 2.16
C 8.61 -3.02 -1.38
H 3.11 -3.49 0.81
C 0.41 -3.13 3.02
H 7.08 0.09 -1.79
H 5.64 0.47 0.93
C -6.82 3.80 1.61
O -0.12 0.44 -1.71
N 3.10 1.00 0.50
H -5.76 -6.01 -0.03
C 10.06 -1.45 -2.58
H -1.06 1.25 3.48
C -1.17 -0.62 0.91
C 9.77 -2.77 -1.98
C 1.41 -0.87 1.28
C 5.29 0.23 3.16
C 3.63 1.43 -0.61
C 4.82 -1.67 1.35
H 0.85 -0.62 3.44
C -7.58 1.14 2.32
H -0.35 4.97 -1.65
H 2.23 -2.95 -0.71
H -1.01 8.37 -5.29
C -7.34 -4.52 -2.72
H -4.61 -0.31 0.00
H -3.62 0.72 -1.89
O -0.90 5.87 -5.99
H -7.79 0.11 2.59
O -1.15 1.96 2.81
H -3.45 -1.73 -0.18
C -5.70 -2.97 -1.74
H -0.56 4.22 -4.02
C -0.49 5.67 -2.47
O -0.46 7.46 -0.95
O 0.28 -3.88 2.01
H -5.18 -2.03 -1.69
H -1.37 -0.96 2.00
H -6.91 -2.49 -3.42
C -6.63 -3.22 -2.67
O -8.18 -4.75 -3.56
O 1.69 -2.54 3.21
C 9.02 -0.41 -2.47
H -1.05 -1.58 0.30
C 0.25 0.19 0.85
H 4.01 -3.64 -0.79
C -5.85 2.89 1.77
O -4.49 -3.76 0.12
O 6.50 -2.20 -0.72
O 1.93 -0.34 -0.96
C -0.88 -2.89 3.92
H 6.81 -0.65 1.78
H 5.57 -2.48 1.04
H -2.96 0.61 1.42
C -0.60 5.27 -3.74
H 4.28 0.75 3.02
C -6.16 1.49 2.14
O -3.50 -0.25 -1.77
C 3.82 -1.50 0.10
H 2.69 -0.71 3.20
C -8.24 3.44 1.80
C -6.97 -5.53 -1.70
H 5.11 -0.67 3.84
C -0.76 8.07 -3.20
C 5.69 -0.37 1.70
H -6.61 4.83 1.34
C 1.68 -1.12 2.83
C 7.85 -0.66 -1.87
C -6.04 -5.28 -0.78
C -3.55 -0.60 -0.36
C 2.65 -0.45 0.33
O 11.12 -1.23 -3.13

---

Record 4
14
Properties=species:S:1:pos:R:3 method="wB97M-V/def2-TZVPD" multiplicity=1 gap_ev=10.66 total_energy_ha=-361.82866 e_homo_ev=-9.8 mol_weight_g_mol=101.105
H -0.32 -2.14 -0.60
C -0.63 -1.14 -0.27
H 0.57 2.03 -0.68
H -1.70 -1.01 -0.47
C -0.04 0.03 1.70
N 0.15 1.16 1.16
H -0.14 -0.04 -2.03
C -0.10 1.27 -0.28
H 0.12 -0.10 2.77
H -1.13 1.60 -0.44
O 1.56 -0.33 -0.99
O -0.42 -1.13 1.15
C 0.18 -0.06 -0.98
H 1.92 -0.03 -0.14

---

Record 5
15
Properties=species:S:1:pos:R:3 method="wB97M-V/def2-TZVPD" multiplicity=1 gap_ev=9.14 total_energy_ha=-358.82573 e_homo_ev=-8.4 mol_weight_g_mol=109.132
C -1.14 -1.12 0.11
C 2.37 0.15 -0.09
N 1.50 -0.94 -0.07
H -1.73 2.49 0.04
H -1.30 1.03 1.49
H 3.42 0.09 0.10
C 0.32 0.80 -0.24
H -1.54 0.24 -1.56
H -1.24 -0.93 1.32
H 1.93 -1.87 0.20
N 1.64 1.27 -0.23
H -1.57 -2.04 -0.46
C 0.24 -0.56 -0.33
N -1.84 0.07 -0.47
C -1.06 1.32 0.18

---

Record 6
78
Properties=species:S:1:pos:R:3 method="wB97M-V/def2-TZVPD" total_charge=+2 multiplicity=1 gap_ev=8.08 total_energy_ha=-1501.82170 e_homo_ev=-12.8 mol_weight_g_mol=633.739
C -2.35 1.57 0.42
H -4.23 -1.76 2.73
H -0.27 -3.02 0.46
H 2.71 -0.87 3.36
H 2.84 -0.13 -1.26
H 5.20 -3.20 -0.42
C 4.18 -3.10 -0.79
C 1.29 0.77 3.28
H -0.78 0.41 3.91
C -2.62 -2.14 1.36
H 5.77 -0.99 -1.49
C -0.91 3.20 -0.57
H -1.36 1.74 -2.76
H 2.57 2.04 4.46
H -3.07 3.38 -2.92
C 0.77 -1.37 -3.29
H 3.78 -4.08 -1.02
H 4.85 -2.80 -2.74
C -0.01 1.19 3.96
H -4.50 1.95 0.09
H -0.46 -1.21 -5.04
C -0.78 -2.46 -0.33
H 4.56 -0.94 0.96
C 2.33 1.87 3.41
C 4.74 -0.93 -1.85
C -4.81 -1.40 0.70
Pt 0.04 -0.64 -0.58
H 0.17 1.38 5.01
H 0.52 -1.32 1.88
H -5.13 -1.23 -1.42
O -0.11 -0.73 -2.60
H 4.24 0.76 -0.63
H -1.83 1.74 1.37
N 1.05 0.65 1.82
C -3.59 2.50 0.31
H -5.83 -1.13 0.96
H -2.82 -1.88 -2.00
N -1.42 1.84 -0.67
H 4.73 -0.41 -2.81
C 1.82 -0.53 3.89
H -0.35 3.29 0.36
O 1.73 -1.97 -2.77
H 2.09 -0.37 4.93
H -1.94 -2.46 2.15
H 0.98 -2.24 -5.23
N -3.34 3.43 -0.84
H -4.21 2.18 -2.28
H 3.26 1.60 2.90
N 0.20 -0.45 1.45
H -2.20 4.76 0.33
H 1.08 -1.34 3.89
C -3.91 -1.76 1.70
H -0.40 2.10 3.50
H -0.69 -3.00 -1.27
C -3.24 2.66 -2.12
C -4.42 -1.46 -0.63
H -2.47 0.62 -1.98
C 3.29 -2.35 0.19
C 0.58 -1.33 -4.78
H -0.73 -0.26 1.83
H 2.27 -2.33 -0.21
N 4.25 -2.32 -2.07
H 1.94 0.44 1.36
H 1.14 -0.48 -5.18
C -2.09 1.64 -1.95
H 3.27 -2.89 1.13
H -3.75 3.11 1.20
N 3.70 -0.97 0.42
H -2.67 0.53 0.37
H -0.22 3.38 -1.39
C -3.13 -1.84 -0.96
C -2.08 4.22 -0.61
H -4.12 4.08 -0.91
H -1.99 4.94 -1.42
H 1.96 2.80 2.99
H 3.28 -2.27 -2.49
C 3.84 -0.24 -0.83
C -2.20 -2.17 0.03

---

Record 7
56
Properties=species:S:1:pos:R:3 method="wB97M-V/def2-TZVPD" multiplicity=1 gap_ev=8.58 total_energy_ha=-1145.70533 e_homo_ev=-8.0 mol_weight_g_mol=358.490
H -0.76 -0.38 4.18
H -0.01 -1.22 -3.35
C -0.82 -0.51 -3.17
N -2.29 -2.25 0.83
C -1.19 1.84 -3.69
H -1.97 1.97 -1.10
H 1.10 1.21 4.54
H 3.21 -2.70 -2.54
C 3.62 -1.83 -0.58
H -1.67 0.85 3.30
C -0.62 2.06 5.51
C -1.73 -0.38 -4.40
H 1.04 -0.29 2.49
C 1.02 -2.92 1.63
H 0.66 -0.55 -0.72
N 0.26 1.22 1.37
H 4.51 -1.24 -0.64
C 0.04 0.08 2.23
C 1.37 1.14 0.45
H -0.76 1.23 6.21
N -1.29 -3.02 0.91
H 0.74 0.98 -3.37
H 2.20 0.60 0.91
H -0.60 1.03 -5.60
C -0.74 -1.06 1.64
C -0.87 1.86 0.73
H -2.12 2.01 -3.15
O 3.00 -1.89 0.61
C 0.99 0.49 -0.89
H -1.52 -1.14 -5.15
H 1.48 -2.51 2.53
H 1.69 2.17 0.24
H -1.39 -0.87 -2.32
H -0.61 2.92 0.62
H -1.75 1.77 1.37
C -0.26 0.91 -2.90
C 2.95 -2.57 -1.51
N -2.00 -1.04 1.27
H 1.86 0.46 -1.54
H -0.05 2.83 6.02
C -1.48 1.03 -4.95
H -2.77 -0.47 -4.11
N -0.05 1.29 -1.52
H -1.59 2.46 5.26
C -0.66 0.50 3.53
N -0.27 -2.32 1.43
H 1.08 -3.77 -1.25
H -0.72 2.80 -3.89
H 0.26 2.43 3.58
C 1.84 -3.13 -0.83
H -2.32 1.42 -5.51
C 0.12 1.59 4.26
C -1.23 1.31 -0.66
H 0.84 -3.99 1.76
C 1.92 -2.69 0.45
H -1.68 0.31 -0.55

---

Record 8
43
Properties=species:S:1:pos:R:3 method="wB97M-V/def2-TZVPD" multiplicity=1 gap_ev=9.72 total_energy_ha=-2020.90822 e_homo_ev=-9.6 mol_weight_g_mol=477.232
C -1.98 -1.53 -3.47
C -0.27 1.35 1.43
C -1.74 -2.97 -3.85
F -1.76 2.77 2.44
F -3.33 -2.73 1.61
O 4.89 2.04 -0.03
H -1.80 -1.41 -2.41
C -2.24 0.56 2.97
F -3.51 -1.26 3.60
H 4.89 0.85 2.42
F -2.99 1.27 3.83
H -1.30 -0.88 -4.02
F -2.57 -1.28 0.29
C -0.24 0.36 -0.61
H -1.75 -4.41 -5.42
O 4.51 -0.10 -0.59
H 2.98 1.96 1.79
C -1.74 1.56 1.88
H -2.98 -3.15 -5.59
F -1.35 -2.05 1.93
H 0.40 1.34 2.29
O 3.38 3.37 -1.00
H 4.86 -0.80 1.83
H 2.23 1.04 0.42
C -3.17 -0.60 2.49
O 1.51 4.14 1.09
C 3.60 2.56 -0.17
C -2.54 -1.66 1.55
F -4.30 -0.15 1.97
C 4.87 0.67 0.25
H 6.37 0.15 1.66
C 1.34 2.98 0.87
C -1.95 -3.35 -5.29
H -3.01 -1.25 -3.68
H -1.27 -2.78 -5.93
N -0.11 0.16 0.60
C 2.53 2.03 0.80
F -2.54 1.62 0.81
O -0.64 0.53 -1.70
O 0.04 2.53 0.66
F -1.20 0.11 3.67
O -1.40 -3.79 -3.03
C 5.28 0.19 1.64

---

Record 9
15
Properties=species:S:1:pos:R:3 method="wB97M-V/def2-TZVPD" multiplicity=1 gap_ev=11.18 total_energy_ha=-345.79002 e_homo_ev=-10.4 mol_weight_g_mol=100.117
H 1.38 -0.92 1.56
C -0.76 -1.40 -0.17
O -1.31 2.80 0.53
H 1.99 0.53 0.72
H -0.68 0.62 -1.72
H -0.92 -1.90 0.80
C 0.03 -0.11 0.10
H 0.66 1.72 -1.31
C -0.88 1.72 0.25
C 1.43 -0.40 0.60
H 1.94 -1.04 -0.12
H -0.23 -2.12 -0.81
O -0.76 0.65 1.08
H -1.75 -1.21 -0.59
C -0.14 1.07 -0.91